Record 1
A molecular structure, C11H23INO2P2Rh in a non-equilibrium geometry, computed with wB97M-V/def2-TZVPD.

Each line ends with the Mulliken spin population.
Geometry (Å):
1 Rh -0.017 0.109 -0.219  1.6922
2 P 1.977 -0.813 0.075  0.1286
3 C 2.306 -1.230 -1.686  -0.0078
4 C 1.050 -1.631 -2.400  0.2009
5 N -0.105 -1.177 -1.895  0.3428
6 C -1.291 -1.466 -2.448  0.1449
7 C -1.356 -2.327 -3.545  0.1320
8 C -0.185 -2.819 -4.097  0.4091
9 C 1.031 -2.445 -3.536  0.0922
10 C -2.509 -0.792 -1.871  0.0257
11 P -2.066 0.629 -0.811  0.0906
12 H 1.980 -2.800 -3.925  0.0034
13 H -2.333 -2.545 -3.961  0.0059
14 H -0.216 -3.480 -4.956  0.0001
15 H -3.168 -0.407 -2.660  0.0075
16 H -3.088 -1.498 -1.252  0.0222
17 H 2.730 -0.316 -2.143  0.0196
18 H 3.044 -2.036 -1.693  0.0103
19 H 0.835 3.608 -1.966  -0.0010
20 O 1.484 2.915 -2.275  0.0027
21 H 2.058 3.395 -2.893  0.0010
22 H -0.226 4.160 -0.071  0.0009
23 O -0.365 4.397 -1.016  0.0040
24 H -1.025 5.116 -1.020  -0.0005
25 C -2.001 2.042 -1.909  0.0035
26 H -2.925 2.075 -2.500  0.0056
27 H -1.885 2.961 -1.322  -0.0035
28 H -1.125 1.960 -2.569  -0.0039
29 C -3.311 0.794 0.481  0.0195
30 H -3.053 1.648 1.118  0.0010
31 H -4.293 0.959 0.001  0.0051
32 H -3.352 -0.125 1.081  -0.0049
33 C 1.843 -2.382 0.946  0.0040
34 H 2.733 -2.988 0.737  0.0080
35 H 1.777 -2.181 2.022  0.0022
36 H 0.946 -2.920 0.611  0.0000
37 C 3.328 0.201 0.699  0.0236
38 H 3.100 0.493 1.733  -0.0002
39 H 4.257 -0.392 0.672  0.0064
40 H 3.446 1.095 0.071  -0.0086
41 I 0.069 1.723 1.738  0.6148

Cartesian forces (eV/Å) of the 6 atoms listed first:
0.320 -0.164 0.467
1.475 -1.113 -0.788
0.335 0.387 0.022
2.811 -2.777 -2.853
-0.188 3.802 3.645
-2.939 -1.635 -2.883

- LUMO energy (alpha / beta) (Eh) = -0.265 / -0.404
- 2S+1 = 5
- energy relative to the best compared isomer or geometry (same formula, charge and spin) (eV) = 1.208
- highest occupied orbital energy (alpha / beta) (eV) = -11.52 / -15.69
- expectation value of S² = 6.0253
- total charge = +2

***

Record 2
A molecular structure, C11H23N2NdO4P2 in a non-equilibrium geometry, computed with wB97M-V/def2-TZVPD.

Each line ends with the Mulliken spin population.
Geometry (Å):
1 Nd 0.329 -1.476 -1.269  3.0300
2 P -2.679 -0.726 -0.493  -0.0082
3 C -2.226 1.018 -0.770  0.0073
4 C -1.367 1.580 0.316  -0.0005
5 N -0.233 0.898 0.624  -0.0033
6 C 0.571 1.399 1.570  0.0021
7 C 0.252 2.544 2.314  0.0033
8 C -0.878 3.263 1.961  -0.0004
9 C -1.671 2.815 0.909  0.0017
10 C 1.830 0.715 2.043  -0.0029
11 P 2.427 -0.480 0.818  -0.0059
12 H -2.557 3.344 0.545  0.0001
13 H 0.913 2.874 3.105  0.0000
14 H -1.109 4.209 2.443  0.0002
15 H 2.566 1.490 2.310  0.0000
16 H 1.622 0.195 2.992  0.0002
17 H -1.529 0.918 -1.760  0.0030
18 H -3.114 1.603 -1.036  -0.0003
19 H 2.276 -0.084 -3.485  0.0002
20 O -0.383 0.449 -2.328  -0.0076
21 H -0.168 0.937 -3.157  0.0003
22 H 0.070 -4.014 -2.821  0.0001
23 O 2.852 -0.380 -2.782  -0.0014
24 H 3.585 -0.788 -3.301  0.0001
25 C 3.739 0.545 0.036  0.0001
26 H 4.439 0.904 0.802  -0.0001
27 H 4.297 -0.056 -0.694  0.0000
28 H 3.298 1.408 -0.477  -0.0001
29 C 3.530 -1.524 1.834  -0.0003
30 H 3.750 -2.434 1.264  -0.0001
31 H 4.482 -1.029 2.072  -0.0004
32 H 3.040 -1.812 2.770  0.0001
33 C -3.763 -0.564 0.976  -0.0001
34 H -4.725 -0.097 0.691  -0.0004
35 H -3.906 -1.598 1.331  0.0002
36 H -3.247 0.032 1.744  0.0001
37 C -3.977 -0.893 -1.791  -0.0009
38 H -4.163 -1.975 -1.868  0.0001
39 H -4.909 -0.377 -1.497  -0.0004
40 H -3.604 -0.520 -2.757  0.0001
41 O 0.285 -5.067 -0.421  -0.0092
42 N 0.454 -3.919 -0.507  -0.0115
43 O -0.397 -3.324 -2.257  0.0048

Cartesian forces (eV/Å) of the 6 atoms listed first:
-0.933 5.557 0.015
-0.488 1.139 -0.433
0.378 0.275 -0.816
-0.061 0.584 -0.472
0.114 -0.441 -0.046
-0.438 0.777 1.335

- LUMO energy (alpha / beta) (Eh) = -0.403 / -0.408
- 2S+1 = 4
- highest occupied orbital energy (alpha / beta) (eV) = -13.86 / -13.80
- expectation value of S² = 3.7591
- total charge = +2

***

Record 3
2 unconnected molecules or ions with the total composition C11H23N4O6S in a non-equilibrium geometry, computed with wB97M-V/def2-TZVPD.

Each line ends with the natural charge from an NBO analysis.
Geometry (Å):
1 N 4.359 -0.380 1.926  -0.8970
2 C 2.911 -0.041 1.795  0.7152
3 O 2.414 0.658 2.685  -0.5670
4 C 2.127 -0.616 0.546  -0.5270
5 C 1.100 0.409 -0.100  -0.4167
6 C -0.392 0.287 0.414  -0.0591
7 N -1.074 -1.000 0.109  -0.6305
8 C -0.948 -1.713 1.373  0.7110
9 N -1.335 -2.976 1.422  -0.7271
10 N -0.383 -0.877 2.423  -0.5715
11 C -0.717 0.491 1.954  -0.0815
12 C -2.093 1.171 2.388  -0.4406
13 C -3.198 0.172 2.963  -0.4387
14 C -4.470 0.251 1.986  -0.0646
15 O -5.302 -0.882 2.307  -0.7200
16 H 4.429 -0.694 2.911  0.3831
17 H 4.809 0.553 1.949  0.3893
18 H 2.922 -0.821 -0.248  0.2557
19 H 1.697 -1.623 0.819  0.2296
20 H 1.070 0.179 -1.217  0.2476
21 H 1.457 1.489 -0.039  0.2615
22 H -0.950 1.158 -0.074  0.2317
23 H -2.053 -0.782 -0.114  0.4190
24 H -1.902 -3.376 0.663  0.4469
25 H -1.151 -3.600 2.215  0.4420
26 H -0.695 -1.099 3.375  0.4267
27 H 0.038 1.304 2.228  0.2680
28 H -1.884 1.930 3.213  0.2441
29 H -2.487 1.758 1.501  0.2272
30 H -2.862 -0.900 3.078  0.1884
31 H -3.529 0.509 4.001  0.2394
32 H -4.177 0.331 0.895  0.1485
33 H -5.014 1.208 2.276  0.1860
34 H -5.899 -0.985 1.545  0.4762
35 C 2.569 -0.268 -4.876  -0.0992
36 C 1.468 0.393 -5.688  -0.1050
37 O 1.018 1.483 -4.880  -0.6788
38 S 2.266 2.055 -4.019  2.5231
39 O 2.800 3.191 -4.700  -0.8669
40 O 1.886 2.090 -2.639  -0.9147
41 O 3.272 0.806 -4.250  -0.6758
42 H 2.152 -0.906 -4.091  0.1810
43 H 3.246 -0.854 -5.497  0.2225
44 H 0.647 -0.288 -5.908  0.2153
45 H 1.859 0.804 -6.623  0.2027

Cartesian forces (eV/Å) of the 6 atoms listed first:
-1.302 0.352 0.073
-0.206 0.809 1.630
0.210 -1.498 -2.335
1.367 0.723 -0.432
-0.373 -0.836 -0.064
-1.105 2.781 -0.045

- LUMO energy (Eh) = -0.130
- highest occupied orbital energy (eV) = -12.28
- total charge = +1

***

| no. | E (Ha) |
| --- | --- |
| 1 | -1728.4501 |
| 2 | -2086.8864 |
| 3 | -1501.2812 |